one.
Below is the molecule ClH2O3PS, with properties calculated with ωB97M-V with the def2-TZVPD basis set.

Geometry (Å):
1 O -0.14209 -0.73068 -1.27468
2 O -0.55127 -0.88198 1.13364
3 O 1.23394 0.84810 0.27585
4 P -0.36915 0.18189 -0.02331
5 S -1.68648 1.52602 -0.13238
6 Cl 2.72983 0.09062 -0.16079
7 H -0.82574 -0.47379 -1.86504
8 H -0.38903 -0.56018 2.04670

Values from the calculation:
HOMO	-9.8917	eV
2S+1	1
structure (SMILES)	OP(O)(=S)OCl
charge	0
orbital gap	0.3364	Eh

natural (NBO) atomic charge list, values in e, 4 entries: -0.96 -0.99 -0.81 1.98

=====

two.
Below is the molecule ClH2O3PS, with properties calculated with ωB97M-V with the def2-TZVPD basis set.

Geometry (Å):
1 O 0.48098 1.86003 0.97511
2 O -0.74334 -1.25458 0.84068
3 O -0.33541 1.30120 -0.04831
4 P -0.08357 -0.15905 -0.71059
5 S -1.00733 -0.27405 -2.41892
6 Cl 1.89707 -0.45048 -0.57080
7 H 1.03517 1.03706 1.22288
8 H -1.24356 -2.06012 0.70996

Values from the calculation:
HOMO	-10.1458	eV
2S+1	1
structure (SMILES)	OO[P@@](O)(=S)Cl
charge	0
orbital gap	0.3499	Eh

natural (NBO) atomic charge list, values in e, 4 entries: -0.36 -0.98 -0.55 1.53

=====

Which is most stable, and by how much? one, by 2.869 eV.

=====

one.
Below is the ion C7H12N3 with charge +1, with properties calculated with ωB97M-V with the def2-TZVPD basis set.

Geometry (Å):
1 C 0.53482 -0.28519 1.53314
2 C -0.78851 -0.24131 -0.72887
3 C 1.39312 2.33390 -1.26110
4 C 1.10697 1.05650 -1.02715
5 C -1.93327 -0.94342 -1.38689
6 C 2.09747 0.17048 -0.32898
7 C -1.73732 -0.98688 1.45544
8 N 1.73256 0.00880 1.15452
9 N -0.51994 -0.42734 0.73143
10 N -0.11434 0.52947 -1.43222
11 H 0.51940 -0.31042 2.56340
12 H 0.85081 3.03482 -1.92137
13 H 2.31277 2.82200 -0.85391
14 H -1.62989 -1.41455 -2.28798
15 H -2.46915 -1.65828 -0.71055
16 H -2.85049 -0.26128 -1.54388
17 H 3.03146 0.75140 -0.15503
18 H 2.40929 -0.00318 1.94079
19 H 2.26229 -0.77464 -0.76699
20 H -1.76717 -2.04884 1.49138
21 H -1.80609 -0.73058 2.54692
22 H -2.63478 -0.62144 0.98789

Values from the calculation:
HOMO	-12.8020	eV
2S+1	1
structure (SMILES)	C=C1CNC=[N+](C)C(C)=N1
charge	+1
orbital gap	0.3330	Eh

natural (NBO) atomic charge list, values in e, 4 entries: 0.40 0.47 -0.32 0.05

=====

two.
Below is the ion C7H12N3 with charge +1, with properties calculated with ωB97M-V with the def2-TZVPD basis set.

Geometry (Å):
1 C 0.34125 -1.52531 0.05241
2 C -1.65310 0.04305 0.70080
3 C 0.10847 0.49433 -1.23561
4 C -1.38448 0.07485 -1.67693
5 C 0.52731 -0.13871 -0.00920
6 C 2.88642 0.12496 0.34231
7 C 1.50517 0.47080 0.86230
8 N 0.06099 -2.63768 0.00514
9 N -2.15841 0.26036 -0.46581
10 N -2.26483 -0.01877 1.81381
11 H 0.70442 0.25160 -2.01938
12 H 0.05501 1.56312 -1.04301
13 H -1.74272 0.60095 -2.67518
14 H -1.49196 -1.05827 -1.89680
15 H 3.46683 1.07759 0.35850
16 H 2.83987 -0.22011 -0.72228
17 H 3.41148 -0.70023 0.88014
18 H 1.32218 1.65884 0.79512
19 H 1.57377 0.22608 1.99952
20 H -3.21974 0.13880 -0.64542
21 H -1.71692 -0.31887 2.64073
22 H -3.17100 -0.36735 1.93886

Values from the calculation:
HOMO	-14.0355	eV
2S+1	1
charge	+1
orbital gap	0.3329	Eh

natural (NBO) atomic charge list, values in e, 4 entries: 0.18 0.51 -0.48 -0.21

=====

three.
Below is the ion C7H12N3 with charge +1, with properties calculated with ωB97M-V with the def2-TZVPD basis set.

Geometry (Å):
1 C -2.32138 0.11004 0.14396
2 C -1.76894 1.32544 0.23832
3 C -1.28628 -1.00060 0.22239
4 C -0.26047 1.40511 0.46494
5 C 0.14243 -0.82686 -0.16307
6 C 0.78777 -2.01522 -0.85704
7 C 1.99883 0.88964 -0.47490
8 N 0.00575 0.48885 1.70377
9 N -0.18289 -0.79738 1.24673
10 N 0.55141 0.60349 -0.48489
11 H -3.40601 -0.17542 0.04703
12 H -2.25155 2.18924 0.24011
13 H -1.53597 -2.02539 0.32919
14 H -0.04597 2.44309 0.75201
15 H 0.01833 -2.68776 -1.18811
16 H 1.41640 -2.69026 -0.13250
17 H 1.38968 -1.81187 -1.72000
18 H 2.25104 1.08280 0.59142
19 H 2.56813 0.21894 -1.11670
20 H 2.30616 1.89832 -0.89741
21 H -0.54375 0.70379 2.54304
22 H 0.16729 0.67204 -1.48830

Values from the calculation:
HOMO	-13.2797	eV
2S+1	1
structure (SMILES)	C[N@@H+]1[C@H]2C=C[C@@H]3N(N2)[C@@]31C
charge	+1
orbital gap	0.3766	Eh

natural (NBO) atomic charge list, values in e, 4 entries: -0.17 -0.24 -0.15 0.02

=====

Which is most stable, and by how much? one, by 1.664 eV.

=====

one.
Below is a structure of composition C7H15NO, with properties calculated with ωB97M-V with the def2-TZVPD basis set.

Geometry (Å):
1 C -0.68843 -0.44095 0.55379
2 C -0.70699 0.58114 -0.46443
3 C 0.09407 -0.33659 1.83710
4 C -2.45610 0.07130 1.13758
5 C 2.35067 1.04639 -0.14277
6 C 1.33575 0.15136 -0.79735
7 N -1.38700 0.38211 -1.64411
8 C 1.69610 -0.65267 -1.80045
9 O -0.86038 -1.74325 0.07772
10 H 0.02469 -2.03323 -0.20268
11 H -0.69755 1.60728 -0.11227
12 H -1.02959 0.61814 -2.55741
13 H -1.83723 -0.51535 -1.77847
14 H 0.26485 0.70351 2.11932
15 H -0.45032 -0.82821 2.64731
16 H 1.05385 -0.84548 1.73505
17 H -2.39822 0.96273 1.76106
18 H -3.18175 0.19594 0.33742
19 H -2.69941 -0.82861 1.69879
20 H 1.95508 2.06001 -0.01247
21 H 2.63365 0.68251 0.85000
22 H 3.28293 1.13346 -0.71993
23 H 0.98600 -1.29000 -2.32577
24 H 2.71535 -0.68153 -2.19704

Values from the calculation:
HOMO	-7.6313	eV
2S+1	1
charge	0
orbital gap	0.3127	Eh

natural (NBO) atomic charge list, values in e, 4 entries: 0.33 0.07 -0.65 -0.67

=====

two.
Below is a structure of composition C7H15NO, with properties calculated with ωB97M-V with the def2-TZVPD basis set.

Geometry (Å):
1 C -0.20635 1.10080 -0.45400
2 C -0.35002 2.36957 0.33372
3 C 2.44511 0.47931 0.26682
4 C -1.73327 -0.12614 1.10875
5 C -1.06186 -2.59982 -0.32835
6 C -0.80803 -0.08218 -0.08279
7 C -0.33067 -1.31677 -0.63339
8 N 0.84596 -1.31689 -1.19143
9 O 0.21730 1.24037 -1.73968
10 H 0.80011 2.00484 -1.81381
11 H 1.75953 -0.35804 -0.54370
12 H 1.15185 -2.21502 -1.55144
13 H -0.24161 2.18685 1.40137
14 H 0.41545 3.08837 0.03483
15 H -1.33129 2.81929 0.15448
16 H 3.37791 -0.08321 0.30402
17 H 2.05342 0.53648 1.27974
18 H 2.68264 1.48888 -0.06607
19 H -2.21102 0.83415 1.28645
20 H -2.52163 -0.85983 0.95650
21 H -1.20228 -0.40899 2.02255
22 H -0.99083 -2.84252 0.73379
23 H -0.64036 -3.42415 -0.90338
24 H -2.12006 -2.51536 -0.57498

Values from the calculation:
HOMO	-8.1088	eV
2S+1	1
charge	0
orbital gap	0.3298	Eh

natural (NBO) atomic charge list, values in e, 4 entries: 0.48 -0.70 -0.99 -0.62

=====

Which is most stable, and by how much? two, by 1.755 eV.

=====

one.
Below is a cluster of 2 separate species, C7H15NO in total, with properties calculated with ωB97M-V with the def2-TZVPD basis set.

Geometry (Å):
1 C -1.00226 -1.38993 0.24795
2 C 0.27730 -1.70207 0.92869
3 C -0.90259 -1.39351 -1.26983
4 C -1.70473 0.10082 0.71161
5 H -1.77909 -2.08475 0.57595
6 H 0.95555 -0.69037 1.05945
7 H 0.88807 -2.43786 0.41184
8 H 0.13852 -2.00493 1.96190
9 H -0.10595 -0.72683 -1.59612
10 H -0.68105 -2.39753 -1.63431
11 H -1.83408 -1.06099 -1.72520
12 H -1.63879 0.22679 1.79020
13 H -2.73987 -0.06233 0.42049
14 H -1.36712 0.96059 0.14513
15 C 1.01101 1.69135 -0.60314
16 C 0.82220 1.68581 0.84423
17 C 1.89809 0.91452 -1.23296
18 O 0.13668 2.52937 -1.23680
19 N 1.41421 0.81007 1.57202
20 H 0.24848 2.45628 -2.18948
21 H 1.29761 0.95309 2.57119
22 H 0.10578 2.41620 1.22023
23 H 2.57418 0.30400 -0.66331
24 H 1.98785 0.90221 -2.30972

Values from the calculation:
HOMO	-8.9934	eV
2S+1	1
structure (SMILES)	[H]/N=C/C(=C)O.CC(C)C
charge	0
orbital gap	0.3453	Eh

natural (NBO) atomic charge list, values in e, 4 entries: -0.19 -0.67 -0.61 -0.62

=====

two.
Below is a cluster of 3 separate species, C7H15NO in total, with properties calculated with ωB97M-V with the def2-TZVPD basis set.

Geometry (Å):
1 C 0.23094 0.43956 -0.31538
2 C 2.31541 -0.25690 0.23854
3 C 0.22102 0.07677 -1.77897
4 C 0.37488 1.89413 0.05232
5 C -2.78109 -0.67927 -0.42364
6 N -1.83534 0.15349 0.27477
7 C 0.16099 -0.52390 0.64674
8 C 0.13858 -1.48324 1.53228
9 O 2.81159 0.43688 1.33487
10 H 2.47858 0.03123 2.14389
11 H -2.28277 0.86425 0.84845
12 H 2.50196 -1.33316 0.24535
13 H 2.68269 0.21376 -0.66756
14 H 1.07035 0.53570 -2.29242
15 H 0.05099 2.07375 1.07512
16 H 0.25831 -1.00071 -1.92950
17 H -0.69548 0.46150 -2.22483
18 H -0.23867 2.48931 -0.62238
19 H 1.41481 2.21710 -0.03836
20 H -3.43575 -1.27118 0.24069
21 H -3.44616 -0.12957 -1.11373
22 H -2.23696 -1.40961 -1.03606
23 H -0.79753 -1.78512 1.97934
24 H 1.03866 -2.01474 1.83048

Values from the calculation:
HOMO	-6.9301	eV
2S+1	1
charge	0
orbital gap	0.2825	Eh

natural (NBO) atomic charge list, values in e, 4 entries: 0.18 -0.10 -0.66 -0.65

=====

Which is most stable, and by how much? one, by 4.524 eV.

=====

one.
Below is the molecule C7H15NO, with properties calculated with ωB97M-V with the def2-TZVPD basis set.

Geometry (Å):
1 C 0.62032 0.47903 0.33599
2 C -1.42538 -0.25628 -1.18478
3 C 0.29334 -0.28592 -0.88462
4 C 3.22288 0.58530 1.50911
5 C -2.06024 -1.57931 -0.78484
6 C -2.21069 0.93045 -0.65340
7 C 2.41811 0.45192 0.22684
8 N 0.16286 -0.05853 1.57211
9 O 3.00811 0.51331 -0.84341
10 H 0.39688 1.54445 0.25849
11 H -1.43278 -0.20047 -2.27965
12 H -0.71892 0.32731 1.88548
13 H 0.17532 -1.07332 1.60384
14 H 0.58171 -1.33793 -0.82334
15 H 0.70618 0.18115 -1.78007
16 H 3.13796 -0.33918 2.08613
17 H 4.28055 0.75863 1.28490
18 H 2.83636 1.41987 2.09939
19 H -3.09795 -1.64570 -1.13763
20 H -3.19649 0.98910 -1.13425
21 H -2.39823 0.85278 0.42166
22 H -1.52667 -2.42784 -1.22684
23 H -2.07086 -1.70671 0.30286
24 H -1.70236 1.87792 -0.85397

Values from the calculation:
HOMO	-8.3534	eV
2S+1	1
structure (SMILES)	CC(=O)[C@H](N)CC(C)C
charge	0
orbital gap	0.3394	Eh

natural (NBO) atomic charge list, values in e, 4 entries: -0.11 -0.20 -0.41 -0.73

=====

two.
Below is a structure of composition C7H15NO, with properties calculated with ωB97M-V with the def2-TZVPD basis set.

Geometry (Å):
1 C 1.81755 0.14761 1.31889
2 C -0.33813 -0.50332 2.30070
3 C -1.11413 -1.80847 -0.22863
4 N 0.41665 -0.21364 1.07689
5 C 0.23990 -1.15456 -0.12263
6 O 1.21253 -1.54325 -0.73881
7 H 1.82322 1.11335 1.82805
8 H 2.35902 0.29686 0.38670
9 H 2.32762 -0.60833 1.91784
10 H -0.23080 -1.54930 2.60011
11 H -0.00436 0.11669 3.13461
12 H -1.39034 -0.28917 2.11712
13 H -1.08916 -2.76407 0.30360
14 H -1.31179 -1.98845 -1.28505
15 H -1.92393 -1.19621 0.16222
16 C 0.72492 1.43341 -2.09162
17 C -0.39259 1.07528 -1.15659
18 C -1.67208 1.30210 -1.47023
19 H -0.09019 0.78840 0.15826
20 H 1.48824 0.64894 -2.09075
21 H 0.38421 1.56086 -3.12586
22 H 1.22635 2.35384 -1.77347
23 H -2.48265 1.11804 -0.76905
24 H -1.98005 1.66340 -2.45232

Values from the calculation:
HOMO	-8.1353	eV
2S+1	1
charge	0
orbital gap	0.3264	Eh

natural (NBO) atomic charge list, values in e, 4 entries: -0.42 -0.41 -0.73 -0.55

=====

three.
Below is a cluster of 3 separate species, C7H15NO in total, with properties calculated with ωB97M-V with the def2-TZVPD basis set.

Geometry (Å):
1 C 2.02807 -0.30632 -0.73312
2 C 2.55367 -1.33679 0.35273
3 C 3.89880 -0.66592 0.77800
4 C 4.14044 0.61129 -0.10734
5 C 2.70556 0.99797 -0.57146
6 C -5.59462 -0.23573 -0.02579
7 C -5.30033 1.13723 0.63122
8 H 2.21576 -0.65198 -1.72305
9 H 0.97187 -0.20716 -0.72016
10 H 2.76430 -2.25306 -0.02307
11 H 1.81643 -1.42474 1.16026
12 H 4.76412 -1.32323 0.67401
13 H 3.93166 -0.36245 1.85028
14 H 4.68157 0.32086 -1.02153
15 H 4.58395 1.47718 0.41253
16 H 2.65661 1.57315 -1.51533
17 H 2.25887 1.55298 0.31157
18 H -4.81626 -1.56769 -1.30439
19 H -3.25113 -0.70869 0.03682
20 H -6.02506 2.08238 0.30024
21 H -4.39593 1.52169 0.29296
22 H -5.34356 1.11949 1.78737
23 N -4.64937 -0.56003 -1.03752
24 O -6.59541 -0.79044 0.19475

Values from the calculation:
HOMO	-10.1043	eV
2S+1	1
charge	0
orbital gap	0.3202	Eh

natural (NBO) atomic charge list, values in e, 4 entries: -0.41 -0.40 -0.41 -0.40

=====

four.
Below is a cluster of 2 separate species, C7H15NO in total, with properties calculated with ωB97M-V with the def2-TZVPD basis set.

Geometry (Å):
1 C 0.68685 -0.71626 -0.74896
2 C -0.65188 -0.82021 -1.43958
3 C 0.95901 -1.85513 0.18580
4 C 1.81311 -0.32588 -1.65857
5 C -0.95709 0.58392 2.30634
6 N 0.20394 1.00192 0.18839
7 C -0.91199 1.28953 0.98602
8 C -1.87478 2.11850 0.54761
9 O 1.41432 0.59543 0.82432
10 H 0.37394 1.73904 -0.49555
11 H 1.88012 -1.08011 -2.45358
12 H -1.46672 -0.93284 -0.72622
13 H -0.63308 -1.71179 -2.07887
14 H -0.85635 0.04465 -2.06814
15 H 0.21150 -1.90072 0.97433
16 H 0.89570 -2.78780 -0.39231
17 H 1.94254 -1.77606 0.63706
18 H 2.75533 -0.27585 -1.12256
19 H 1.62346 0.63284 -2.14203
20 H -1.08613 -0.49254 2.17303
21 H -1.77828 0.96077 2.91375
22 H -0.01085 0.72891 2.82781
23 H -1.77848 2.66716 -0.38192
24 H -2.75418 2.31251 1.14381

Values from the calculation:
HOMO	-6.9268	eV
2S+1	1
charge	0
orbital gap	0.2660	Eh

natural (NBO) atomic charge list, values in e, 4 entries: 0.53 -0.70 -0.70 -0.70

=====

Which is most stable, and by how much? one, by 1.767 eV.